Entry 1:
A 2-piece molecular cluster, C7H7NO3 overall in a non-equilibrium geometry, computed with the ωB97M-V functional and the def2-TZVPD basis.

Each line ends with the Löwdin charge.
Atoms and positions in Å:
C 2.121 -0.958 0.630  -0.098
C -1.042 -1.192 -3.036  -0.135
O 1.503 0.080 -1.297  0.053
H -0.955 -1.978 -3.861  0.088
C 0.220 0.531 0.741  -0.239
H -1.857 1.640 2.991  0.083
H -0.146 -0.339 2.693  0.092
H -1.942 -1.692 -2.442  0.112
O -0.429 -0.184 -2.921  0.016
C -0.293 0.362 1.964  -0.045
H 0.851 0.440 -1.819  0.005
C 1.294 -0.098 0.059  -0.235
C -1.325 1.277 2.175  -0.051
C -1.478 1.941 0.954  -0.056
H 3.176 -2.402 1.466  0.084
O -0.531 1.429 0.049  0.027
H -2.213 2.556 0.421  0.121
N 3.045 -1.412 1.232  0.178

Kohn-Sham gap   7.573 eV
Total charge   0
Relative energy (zero: lowest compared OMol25 entry of this formula, charge and spin)   506.4 kJ/mol
M   153.1 g/mol
E_tot   -15000.348 eV

***

Entry 2:
C41H38AgAsIN3O2S as an isolated structure, computed with the ωB97M-V functional and the def2-TZVPD basis.

Each line ends with the Löwdin charge.
Atoms and positions in Å:
C -0.684 -1.302 -4.786  -0.019
C 4.813 -3.462 2.754  -0.080
C 3.203 1.228 0.372  -0.376
C -3.100 7.300 0.383  -0.542
H 6.862 -2.161 -3.299  0.102
C -0.418 -0.558 3.023  -0.230
N 0.315 -0.580 -2.734  -0.014
C -1.195 -3.992 -0.267  -0.148
C -2.524 -3.623 -0.251  -0.752
S -3.339 9.065 0.244  0.995
C -0.240 -0.170 -5.459  -0.261
C -2.622 10.679 -1.864  -0.078
H -3.331 11.307 -1.333  0.064
N -0.494 -2.850 -0.153  -0.010
C 2.604 2.357 -0.172  -0.150
C 4.438 -2.304 0.681  -0.208
H -0.909 2.373 4.000  0.108
C -3.889 6.452 -0.380  -0.101
I -4.186 -4.881 -0.401  0.827
H 1.210 1.508 3.477  0.126
H 0.210 -0.426 -7.526  0.090
H 3.315 0.193 -2.943  0.080
C -2.048 6.813 1.142  -0.099
C -1.525 2.202 -0.283  -0.132
C 0.509 1.452 2.631  -0.205
H -1.438 2.348 2.302  0.063
H 5.284 -0.520 -4.241  0.102
C 2.966 -1.941 2.552  -0.085
H 4.768 4.736 0.858  0.102
H 6.030 -3.703 1.012  0.105
H -0.718 -2.344 -2.920  0.095
H -0.872 5.089 1.607  0.110
C 3.322 -1.664 1.245  -0.320
H -2.794 10.740 -2.938  0.086
C -0.377 -1.463 -3.447  -0.137
H -0.744 -4.959 -0.344  0.115
H 2.102 -1.452 2.975  0.080
C 6.008 -1.840 -2.720  -0.082
H 0.093 -0.771 3.974  0.119
C -1.982 3.300 -0.008  -0.221
H 2.677 4.476 -0.446  0.107
C 4.726 -1.916 -0.695  -0.203
N -1.286 -1.789 -0.061  -0.037
C -2.525 -2.228 -0.120  -0.197
H -1.277 -2.050 -5.289  0.113
H -1.504 -0.390 -7.163  0.080
C 5.815 -2.340 -1.447  -0.026
C 0.512 0.740 -4.719  -0.011
H 0.869 2.086 1.820  0.094
C 0.753 0.497 -3.381  -0.180
C 4.331 3.756 0.719  -0.087
C -0.920 1.791 3.080  -0.151
H -0.565 1.114 -7.140  0.082
C -1.578 0.414 3.261  -0.142
C 3.160 3.614 -0.007  -0.078
H 1.314 1.206 -2.785  0.080
O 0.463 0.119 2.149  -0.293
H 3.435 -3.024 4.336  0.102
H -0.718 -1.490 2.544  0.104
O -2.397 8.297 -2.075  0.036
C 4.383 1.381 1.087  -0.087
C 4.937 2.638 1.269  -0.081
H -1.477 7.485 1.766  0.101
C -2.714 9.249 -1.420  -0.756
H -2.337 0.264 2.492  0.101
C 3.713 -2.829 3.310  -0.081
H -4.725 6.843 -0.944  0.111
C -3.564 5.113 -0.453  -0.025
Ag -0.405 0.410 -0.540  0.576
H -1.613 11.041 -1.665  0.089
C -1.719 5.476 1.059  -0.033
C -0.547 0.053 -6.904  -0.041
H 0.898 1.644 -5.170  0.117
C 4.016 -0.515 -2.521  -0.091
C 5.118 -0.923 -3.254  -0.082
C -2.441 4.622 0.219  -0.269
H 6.520 -3.049 -1.036  0.104
H -3.353 -1.551 -0.063  0.111
H 5.851 2.746 1.839  0.103
As 2.389 -0.504 -0.017  1.349
H 1.666 2.250 -0.715  0.058
C 3.814 -1.006 -1.246  -0.309
H -4.147 4.440 -1.067  0.116
H -2.023 0.284 4.248  0.108
H 0.508 -2.709 -0.134  0.116
C 5.172 -3.205 1.443  -0.025
H 4.875 0.515 1.513  0.105
H 5.393 -4.154 3.348  0.103

Kohn-Sham gap   7.683 eV
Total charge   0
M   946.5 g/mol
E_tot   -135470.400 eV

***

Entry 3:
A 6-piece molecular cluster, C15H40NO18S5 overall in a non-equilibrium geometry, computed with the ωB97M-V functional and the def2-TZVPD basis.

Each line ends with the Löwdin charge.
Atoms and positions in Å:
O -10.831 -10.211 -28.906  -0.077
H -11.697 -8.407 -30.565  0.066
H -5.565 -4.211 -28.809  0.079
H -11.678 -6.672 -31.035  0.071
H -6.322 -3.828 -27.153  0.070
H -12.027 -7.906 -33.457  0.112
H -8.166 -8.906 -33.418  0.060
O -6.630 -8.636 -28.012  -0.288
S -7.408 -7.815 -28.893  0.626
C -8.492 -9.913 -33.171  -0.102
H -18.712 -10.547 -34.656  0.071
H -16.403 -9.732 -34.810  0.118
C -11.992 -7.676 -31.320  -0.055
H -9.347 -8.406 -27.745  0.055
H -16.939 -9.882 -33.124  0.112
N -11.108 -11.113 -29.720  -0.604
C -8.988 -7.429 -28.070  -0.091
H -8.192 -17.964 -29.089  0.069
H -15.338 -9.680 -31.399  0.059
S -10.171 -10.098 -33.846  0.620
C -10.775 -13.843 -26.175  -0.060
H -13.635 -10.162 -31.815  0.048
H -7.535 -16.383 -29.088  0.068
H -11.558 -13.105 -26.006  0.056
O -14.936 -10.035 -26.446  -0.276
H -9.708 -7.137 -28.837  0.060
C -8.149 -17.057 -28.491  -0.120
C -13.647 -10.350 -27.047  -0.261
O -9.388 -14.979 -27.722  -0.272
H -9.945 -13.576 -25.517  0.078
H -10.051 -13.089 -28.124  0.117
O -14.037 -12.795 -32.645  -0.252
O -10.043 -15.960 -29.911  -0.271
H -18.213 -11.812 -33.604  0.066
H -8.477 -10.214 -32.126  0.056
H -7.862 -10.583 -33.757  0.064
O -10.232 -11.484 -30.531  -0.046
O -7.571 -8.180 -30.269  -0.262
H -7.769 -17.096 -27.476  0.067
O -12.233 -11.657 -29.801  -0.052
C -11.320 -8.048 -32.639  -0.267
O -10.352 -9.194 -34.961  -0.317
S -9.786 -16.322 -28.541  0.607
H -13.071 -7.719 -31.462  0.065
S -15.159 -11.944 -32.407  0.640
O -16.073 -11.496 -28.130  -0.279
C -6.085 -5.965 -27.607  -0.283
H -13.569 -11.239 -27.670  0.102
H -14.450 -10.873 -30.414  0.039
O -10.507 -11.473 -34.003  -0.256
H -4.659 -4.301 -27.496  0.070
H -13.440 -9.474 -27.661  0.118
H -10.376 -7.522 -32.790  0.113
H -5.264 -6.626 -27.335  0.114
H -6.798 -6.038 -26.779  0.106
S -16.129 -11.104 -26.752  0.618
C -5.709 -4.482 -27.762  -0.062
H -14.597 -12.204 -25.321  0.042
O -10.777 -17.048 -27.786  -0.291
H -16.283 -12.556 -24.883  0.062
C -15.570 -12.484 -25.701  -0.082
H -11.068 -14.835 -25.822  0.075
O -11.050 -9.458 -32.600  -0.286
O -17.305 -10.498 -26.183  -0.299
O -6.721 -6.334 -28.825  -0.279
H -15.656 -13.360 -26.339  0.069
H -11.594 -10.268 -26.325  0.067
O -16.409 -12.449 -31.869  -0.302
O -15.505 -11.286 -33.855  -0.251
C -10.432 -13.994 -27.642  -0.259
H -17.726 -11.752 -35.370  0.076
C -17.863 -11.204 -34.438  -0.086
H -8.939 -6.641 -27.328  0.059
C -14.597 -10.475 -31.416  -0.083
H -12.670 -11.146 -25.233  0.052
C -12.610 -10.308 -25.935  -0.082
C -16.610 -10.442 -34.005  -0.310
H -11.324 -14.199 -28.239  0.124
H -12.742 -9.425 -25.306  0.076

Kohn-Sham gap   7.551 eV
Total charge   -1
Relative energy (zero: lowest compared OMol25 entry of this formula, charge and spin)   239.7 kJ/mol
M   682.8 g/mol
E_tot   -108720.338 eV

***

Entry 4:
C26H53GaN3Si4 as an isolated structure, computed with the ωB97M-V functional and the def2-TZVPD basis.

Each line ends with the Löwdin charge.
Atoms and positions in Å:
H -2.450 -2.560 2.046  0.057
H 2.896 4.584 -1.002  0.134
H 2.813 1.218 1.377  0.069
H 2.493 -3.399 -1.856  0.076
C -1.146 -0.302 -4.984  -0.020
C -4.358 -0.145 1.104  -0.160
H 2.150 0.798 -2.901  0.109
H -0.859 -1.854 1.826  -0.020
C 0.309 -0.996 -3.239  -0.119
H 0.415 -4.975 0.760  0.094
H -3.331 -2.592 -0.599  0.050
C 3.457 -1.056 -0.781  -0.198
H -4.055 2.216 -2.766  0.040
H 3.867 -3.797 0.329  0.078
H 0.660 3.118 2.076  0.021
C 2.590 3.597 -1.307  -0.048
H 4.317 -0.727 3.326  0.092
H -1.740 2.267 4.036  0.046
H -4.904 -1.089 1.194  0.048
H 3.805 -0.030 -0.650  0.030
H 3.019 -3.913 1.876  0.068
C 1.757 -1.490 3.248  -0.081
H -4.896 0.478 0.392  0.019
Si -1.671 2.177 1.613  0.403
H 1.347 3.100 0.335  0.099
H -0.834 0.829 3.568  0.029
C -3.913 1.774 -1.776  -0.156
H -4.377 0.787 -1.783  0.033
C -1.358 3.409 -1.783  -0.140
C 4.036 -1.066 2.324  -0.088
H 0.404 -3.669 1.941  0.071
H -1.736 -2.139 -1.179  0.016
C 2.191 1.658 -2.255  -0.121
N 1.772 2.857 -0.547  0.035
H -0.251 4.187 0.942  0.026
H -4.141 2.543 1.413  0.024
Si -2.606 -0.581 0.599  0.391
C 0.447 -3.886 0.874  -0.096
H 2.090 -1.078 4.206  0.094
C 2.534 -0.828 2.106  -0.644
Si -2.081 1.718 -1.404  0.467
C -1.715 1.430 3.332  -0.168
H 4.305 -2.120 2.250  0.072
C 1.618 -3.716 -1.283  -0.106
C 2.926 -4.084 0.803  -0.089
C -2.710 -1.739 -0.883  -0.159
H -2.602 1.155 -4.391  0.113
C 1.715 -3.351 0.204  -0.638
H -1.484 -0.350 -6.011  0.122
H -0.455 -3.486 0.406  0.060
H 3.519 3.137 -3.252  0.111
H 4.298 -1.716 -0.559  0.042
H 1.919 -2.568 3.285  0.072
Ga 0.255 0.090 -0.389  0.496
H -4.401 0.340 2.080  0.030
C -1.769 0.540 -4.078  -0.028
H -1.988 -1.133 2.966  0.023
H 4.646 -0.513 1.607  0.076
C -0.084 -1.087 -4.557  -0.017
Si 2.006 -1.458 0.367  0.672
H 0.683 -1.311 3.172  0.058
H 0.429 -1.761 -5.228  0.120
C -0.326 3.498 1.788  -0.175
H -2.602 0.827 3.521  0.025
N -0.303 -0.182 -2.369  -0.027
H 0.719 -3.291 -1.737  0.059
H 2.803 -5.161 0.656  0.092
C -1.501 0.931 0.195  -0.514
H -1.482 4.120 -0.967  0.023
C 2.887 2.854 -2.429  -0.017
H -4.455 2.400 -1.067  0.035
C 2.286 0.682 2.173  -0.128
H -1.861 3.829 -2.657  0.048
N 1.517 1.666 -1.107  -0.030
H -3.337 3.852 2.273  0.048
H -3.164 -1.283 -1.766  0.030
C -1.906 -1.613 1.994  -0.165
H -0.295 3.340 -2.019  0.018
H 1.541 -4.803 -1.386  0.095
H 1.127 -1.588 -2.852  0.089
H -0.643 4.114 2.635  0.050
H 1.217 0.917 2.110  0.035
C -1.336 0.590 -2.757  -0.259
H -3.271 3.791 0.519  0.026
C -3.252 3.174 1.419  -0.165
H 3.218 -1.189 -1.838  0.016
H 2.644 1.081 3.129  0.101

Kohn-Sham gap   8.618 eV
Total charge   +1
Relative energy (zero: lowest compared OMol25 entry of this formula, charge and spin)   0.0 kJ/mol
M   589.8 g/mol
E_tot   -116179.354 eV

***

Entry 5:
A 2-piece molecular cluster, CHBrClNO overall in a non-equilibrium geometry, computed with the ωB97M-V functional and the def2-TZVPD basis.

Each line ends with the Löwdin charge.
Atoms and positions in Å:
Br -0.794 -0.768 -2.465  0.791
C 0.225 -0.129 -1.110  -0.820
N -0.557 -0.178 1.205  -0.456
Cl 0.969 0.091 1.805  0.530
O 1.260 0.405 -1.080  -0.024
H -1.104 0.579 1.646  -0.020

Kohn-Sham gap (spin up / spin down)   7.384 / 8.916 eV
Total charge   0
Relative energy (zero: lowest compared OMol25 entry of this formula, charge and spin)   366.4 kJ/mol
M   158.4 g/mol
E_tot   -87151.433 eV

***

Entry 6:
C24H22GaN5SSe2 as an isolated structure in a non-equilibrium geometry, computed with the ωB97M-V functional and the def2-TZVPD basis.

Each line ends with the Löwdin charge.
Atoms and positions in Å:
C -4.746 -1.023 -1.710  0.001
C 0.869 4.394 0.263  0.003
C 4.219 -0.223 2.501  -0.036
H -1.898 -1.750 -0.038  0.108
H 4.687 -0.131 0.411  0.114
H -4.853 0.599 -3.120  0.115
C 0.683 -3.353 0.423  0.028
H 0.004 -4.183 0.620  0.101
H 1.574 -4.715 -1.822  0.185
N -2.108 -0.207 -1.385  -0.019
C -3.895 -1.695 -0.834  -0.008
C 0.839 -0.027 3.988  0.047
H -2.081 1.171 0.796  0.064
Se -2.338 1.896 -3.350  0.800
Ga 0.025 0.141 -0.865  0.325
N -0.024 2.411 -0.698  -0.042
C 0.329 2.869 -1.900  -0.655
H 1.811 5.770 -1.096  0.130
H -2.748 -0.202 1.712  0.092
C -2.909 0.420 -2.244  -0.591
H 1.683 -3.662 0.722  0.103
H 1.083 -0.137 5.033  0.137
H 1.078 4.970 1.148  0.124
C 2.591 0.034 0.720  -0.551
C 1.262 4.847 -0.987  0.003
C -0.724 0.311 2.201  -0.297
C 0.965 4.076 -2.104  -0.045
N 0.230 0.176 1.286  0.066
H 5.250 -0.331 2.796  0.123
H 1.250 4.381 -3.100  0.123
H -0.022 -1.291 -3.620  0.085
C 3.897 -0.118 1.146  -0.082
H 0.381 -2.499 1.025  0.065
C -4.244 0.045 -2.420  -0.076
C -0.445 0.179 3.572  0.016
C 0.314 -2.046 -2.929  -0.125
H -0.096 2.786 1.322  0.120
C 0.219 3.176 0.365  -0.082
N 1.120 -3.827 -1.975  0.144
C 3.226 -0.178 3.443  -0.008
H -5.769 -1.336 -1.847  0.132
C 0.664 -3.008 -1.017  -0.353
H -4.239 -2.554 -0.280  0.125
C 1.883 -0.057 3.045  -0.139
S 2.321 0.286 -0.995  0.791
H -2.548 1.350 2.499  0.107
Se -0.063 1.650 -3.347  0.764
C 1.536 0.038 1.666  -0.227
C -2.104 0.676 1.769  -0.012
H 1.194 -3.706 -4.107  0.131
H 3.449 -0.229 4.497  0.126
C 0.911 -3.238 -3.188  -0.033
H -1.254 0.240 4.281  0.130
N 0.157 -1.912 -1.569  -0.005
C -2.597 -1.256 -0.705  -0.141

Kohn-Sham gap   7.208 eV
Total charge   +2
Relative energy (zero: lowest compared OMol25 entry of this formula, charge and spin)   29.5 kJ/mol
M   640.2 g/mol
E_tot   -226589.388 eV